# 1
Formula: C48H42BrGeIrN4O2S2Se
Source: the OMol25 dataset
Level of theory: wB97M-V/def2-TZVPD

```
102
Properties=species:S:1:pos:R:3:forces:R:3:mulliken_spin:R:1
Ir -1.250 -0.700 0.374 0.2 -2.3 -0.9 0.68
C -2.011 -2.168 2.990 0.0 -0.1 0.2 0.00
N -1.022 -2.547 1.957 0.0 0.9 0.0 0.04
C -1.572 -3.721 1.236 0.0 -0.1 -0.1 0.00
C -0.952 -4.028 -0.111 0.0 0.0 -0.1 0.01
N -1.232 -3.075 -1.198 0.0 -0.1 0.2 0.09
C -0.155 -3.154 -2.187 -0.2 0.0 -0.1 0.00
C -2.548 -3.139 -1.789 0.0 0.1 -0.1 0.00
C -2.748 -3.856 -2.974 0.0 -0.1 0.1 0.00
C -3.961 -3.866 -3.644 0.0 0.0 0.0 0.00
C -5.027 -3.145 -3.132 0.0 0.0 0.1 0.00
C -4.854 -2.434 -1.955 0.0 -0.1 0.0 -0.01
C -3.634 -2.409 -1.270 0.1 0.1 0.0 -0.01
S -3.596 -1.465 0.219 0.0 0.1 -0.3 0.02
C 0.259 -2.855 2.590 -0.1 -0.1 0.3 0.00
C 0.224 -3.450 3.858 0.0 0.0 0.0 -0.01
C 1.363 -3.805 4.556 0.0 0.0 0.0 0.00
C 2.605 -3.558 3.993 0.1 0.1 -0.1 0.00
C 2.664 -2.961 2.749 0.0 -0.1 0.1 0.00
C 1.512 -2.613 2.021 0.1 -0.1 -0.1 0.00
S 1.910 -2.054 0.406 0.1 -0.1 -0.1 0.00
H -2.351 -3.034 3.571 0.0 0.1 0.0 0.00
H -2.881 -1.757 2.502 -0.1 0.0 0.0 0.00
H -1.579 -1.426 3.660 0.0 0.0 0.0 0.00
H -2.631 -3.535 1.102 -0.1 0.0 0.1 0.00
H -1.457 -4.605 1.879 0.0 0.0 0.0 0.00
H -1.291 -5.037 -0.393 0.0 -0.1 0.0 0.00
H 0.132 -4.070 -0.002 0.0 0.0 0.0 0.00
H -0.012 -4.173 -2.581 0.0 0.0 0.0 0.00
H 0.778 -2.856 -1.718 0.0 -0.1 0.0 0.00
H -0.365 -2.476 -3.013 0.0 0.0 0.0 0.00
H -1.937 -4.435 -3.394 0.1 0.1 0.0 0.00
H -4.056 -4.416 -4.574 0.0 0.0 0.0 0.00
H -5.980 -3.122 -3.650 0.0 0.0 0.0 0.00
H -5.667 -1.850 -1.543 0.0 0.0 0.0 0.00
H -0.731 -3.655 4.319 0.1 0.0 0.0 0.00
H 1.272 -4.270 5.531 0.0 0.0 0.0 0.00
H 3.520 -3.808 4.521 -0.1 0.0 0.0 0.00
H 3.625 -2.730 2.301 -0.1 0.0 0.0 0.00
Br -0.034 2.029 -5.512 0.1 -0.1 0.2 0.00
C -1.579 2.310 -4.440 -0.2 0.0 0.2 0.00
C -2.461 3.260 -4.948 0.0 0.0 0.0 0.00
C -3.641 3.550 -4.284 0.0 0.0 0.0 0.00
C -3.950 2.880 -3.109 0.0 0.0 0.0 0.00
C -3.072 1.931 -2.614 0.0 0.1 0.0 0.00
C -1.865 1.624 -3.252 0.0 0.0 -0.1 0.00
C -0.983 0.584 -2.541 -0.2 -0.1 0.1 0.00
O 0.199 0.457 -2.845 -0.1 0.2 -0.1 0.01
O -1.633 -0.081 -1.653 0.2 0.6 0.1 0.03
H -2.214 3.767 -5.873 0.0 0.0 0.0 0.00
H -4.316 4.295 -4.690 0.0 0.0 0.0 0.00
H -4.875 3.092 -2.584 0.1 0.0 0.0 0.00
H -3.294 1.387 -1.704 0.0 0.0 -0.1 0.00
C 0.809 -0.753 -0.161 -0.3 1.1 0.3 0.09
Ge 1.932 0.872 -0.294 0.0 -0.5 0.3 0.00
C 2.956 1.026 1.404 0.1 0.1 0.1 0.00
C 4.163 1.737 1.436 -0.2 0.0 0.1 0.00
C 4.907 1.855 2.606 -0.1 0.0 -0.1 0.00
C 4.458 1.259 3.779 0.0 0.0 0.0 0.00
C 3.267 0.544 3.771 0.0 0.0 -0.1 0.00
C 2.533 0.428 2.593 0.2 0.1 0.0 0.00
C 3.349 0.533 -1.613 0.2 0.0 -0.1 0.00
C 4.472 -0.213 -1.238 0.0 0.1 -0.2 0.00
C 5.436 -0.574 -2.175 0.0 0.0 0.0 0.00
C 5.295 -0.189 -3.504 -0.1 0.0 0.1 0.00
C 4.186 0.558 -3.889 0.0 0.0 0.1 0.00
C 3.221 0.911 -2.952 0.0 0.0 0.0 0.00
C 1.145 2.632 -0.664 0.0 0.0 -0.3 0.00
C -0.182 2.957 -0.387 0.1 0.1 -0.1 0.01
C -0.697 4.209 -0.705 0.0 0.0 -0.1 0.00
C 0.105 5.157 -1.328 0.0 -0.1 0.0 0.00
C 1.423 4.844 -1.633 0.0 -0.1 0.0 0.00
C 1.937 3.594 -1.303 0.0 0.0 0.2 0.00
H 0.638 -1.015 -1.206 0.1 0.1 0.1 -0.02
H 4.529 2.201 0.524 0.0 0.0 0.1 0.00
H 5.839 2.409 2.600 0.0 0.0 0.0 0.00
H 5.041 1.342 4.690 0.0 0.0 0.0 0.00
H 2.910 0.070 4.679 0.0 0.0 -0.1 0.00
H 1.623 -0.160 2.600 0.0 0.0 0.0 -0.01
H 4.597 -0.517 -0.205 0.0 0.0 0.0 0.00
H 6.296 -1.160 -1.867 -0.1 0.0 0.0 0.00
H 6.037 -0.481 -4.238 0.0 0.0 0.0 0.00
H 4.066 0.855 -4.925 0.0 0.0 0.0 0.00
H 2.338 1.460 -3.272 0.1 -0.1 0.0 0.00
H -0.834 2.212 0.036 -0.1 -0.2 0.2 0.00
H -1.737 4.433 -0.493 0.0 0.0 0.0 0.00
H -0.300 6.127 -1.591 0.0 0.0 0.0 0.00
H 2.050 5.567 -2.146 0.0 0.0 0.0 0.00
H 2.970 3.362 -1.551 -0.1 0.0 0.0 0.00
Se -3.920 0.859 1.837 -0.8 -0.1 -0.4 0.00
N -2.135 0.794 1.834 -0.1 0.3 -0.1 0.10
C -1.739 1.705 2.700 0.3 0.3 0.5 -0.02
C -0.378 2.020 2.985 -0.2 0.0 -0.1 -0.02
C -0.099 2.965 3.902 0.0 0.3 0.3 -0.01
C -1.140 3.672 4.606 0.4 0.0 0.0 0.00
C -2.442 3.423 4.368 -0.1 -0.1 -0.1 0.00
C -2.788 2.425 3.394 0.4 0.3 0.2 0.00
N -4.018 2.113 3.070 -0.1 0.0 0.0 -0.01
H 0.404 1.524 2.450 0.1 -0.2 -0.2 0.01
H 0.941 3.195 4.102 0.0 0.1 0.1 0.00
H -0.873 4.428 5.335 0.1 0.0 0.0 0.00
H -3.233 3.953 4.882 0.0 0.0 0.0 0.00
```
Positions in Å, forces in eV/Å.

Computed properties:
Orbital gap (alpha / beta), hartree: 0.207 / 0.207
DFT total energy, eV: -276927.9611
⟨S²⟩: 0.756
E_LUMO (alpha / beta), eV: 1.439 / 1.448
Total charge: -1
Energy above the lowest of the compared OMol25 structures with the same formula, charge and spin, kJ/mol: 171.97
2S+1: 2

# 2
Formula: CH6OP2
Source: the OMol25 dataset
Level of theory: wB97M-V/def2-TZVPD

```
10
Properties=species:S:1:pos:R:3:forces:R:3:nbo_charge:R:1
C -0.025 1.057 1.399 0.1 -3.0 -2.0 -0.77
O 0.977 -1.853 0.108 1.0 -0.7 0.3 -1.07
P -0.342 0.069 -1.955 -0.5 0.3 0.2 -0.04
P -0.093 -0.865 0.009 -0.7 3.2 1.7 1.31
H -0.471 1.832 0.803 -0.2 0.2 -0.1 0.21
H -0.588 0.768 2.271 -0.2 0.0 0.2 0.21
H 1.028 1.188 1.588 0.2 0.0 0.0 0.21
H -0.159 -1.152 -2.607 0.0 -0.4 -0.2 0.01
H 1.029 0.339 -1.972 0.4 0.2 0.0 0.02
H -1.358 -1.384 0.355 -0.1 0.2 -0.1 -0.08
```
Positions in Å, forces in eV/Å.

Computed properties:
Orbital gap, hartree: 0.364
DFT total energy, eV: -21757.9200
E_LUMO, eV: 0.541
Energy above the lowest of the compared OMol25 structures with the same formula, charge and spin, kJ/mol: 129.63

# 3
Formula: C36H96N8O10
Source: the OMol25 dataset
Level of theory: wB97M-V/def2-TZVPD

```
150
Properties=species:S:1:pos:R:3:forces:R:3:mulliken_spin:R:1
C -2.097 0.407 4.093 0.3 -1.0 -0.6 0.10
O -3.067 1.148 3.347 0.1 -0.8 0.3 -0.14
C -4.390 0.601 3.321 -0.6 -1.5 -1.1 0.01
C -4.625 -0.928 2.839 3.2 1.5 0.6 0.03
N -3.780 -1.174 1.621 -2.2 -1.8 -0.1 -0.07
C -3.813 -2.649 1.239 0.4 0.4 -0.7 0.02
C -2.902 -2.950 0.030 1.0 -0.3 -0.3 -0.07
O -3.204 -4.203 -0.657 -1.0 1.0 1.1 -0.10
C -2.245 -4.742 -1.550 -0.5 1.1 -0.2 0.23
H -2.221 0.337 5.173 -0.5 0.4 0.1 -0.01
H -1.068 0.716 3.906 -0.3 1.0 -0.1 0.03
H -2.025 -0.612 3.714 -0.4 -0.4 0.1 0.02
H -4.924 1.157 2.552 0.1 0.5 0.3 0.00
H -4.873 0.682 4.295 0.0 0.2 0.1 0.00
H -5.689 -1.161 2.797 0.0 0.3 -0.8 0.00
H -4.244 -1.539 3.657 0.0 -0.4 0.3 0.00
H -2.850 -0.800 1.748 0.1 -0.3 0.2 0.03
H -4.806 -2.943 0.898 -0.3 0.5 0.1 0.00
H -3.599 -3.345 2.050 0.3 0.2 0.4 -0.01
H -1.846 -2.977 0.300 0.1 -0.1 0.4 0.07
H -2.956 -2.073 -0.615 -0.4 -0.1 -0.6 0.00
H -1.662 -3.942 -2.006 0.6 0.0 0.3 -0.01
H -2.796 -5.128 -2.407 -0.1 -0.5 0.2 -0.04
H -1.644 -5.504 -1.054 0.2 0.1 -0.2 -0.01
C -4.595 1.032 -1.684 0.3 0.4 0.3 -0.07
O -5.698 0.198 -1.902 -2.1 0.2 -0.8 -0.03
C -6.930 0.914 -2.271 0.0 -1.2 0.9 0.05
C -7.135 1.241 -3.738 2.5 1.4 -0.6 0.03
N -6.337 0.373 -4.656 -2.2 0.6 0.4 0.01
C -7.101 -0.819 -4.985 0.7 0.0 -2.1 0.00
C -6.411 -1.537 -6.217 -0.7 0.4 2.4 0.00
O -5.774 -2.582 -5.530 1.5 -2.0 -1.7 -0.06
C -4.937 -3.325 -6.442 -0.3 -0.5 0.3 0.07
H -4.557 1.850 -2.404 0.2 0.0 -0.2 0.00
H -3.687 0.430 -1.722 0.0 -0.1 -0.3 0.01
H -4.583 1.473 -0.688 -0.3 0.1 0.2 0.08
H -7.103 1.730 -1.568 0.3 0.5 -0.2 0.00
H -7.825 0.305 -2.141 0.6 -1.1 1.0 0.00
H -6.760 2.238 -3.970 -0.1 0.3 0.2 -0.02
H -8.214 1.289 -3.885 0.1 -0.4 -0.6 0.00
H -5.488 0.131 -4.167 0.1 -0.2 0.1 0.00
H -8.109 -0.565 -5.313 0.0 0.5 0.2 -0.01
H -7.188 -1.531 -4.165 0.1 -0.2 0.0 0.01
H -5.655 -0.936 -6.723 -0.2 0.5 0.0 0.00
H -7.151 -1.873 -6.944 -0.1 -0.3 -0.1 0.00
H -4.454 -4.175 -5.960 0.2 0.5 0.7 -0.01
H -4.201 -2.700 -6.947 0.1 0.2 0.2 0.00
H -5.476 -3.860 -7.224 -0.7 0.4 -0.3 0.00
C 0.611 -2.105 1.669 0.5 -0.9 -1.0 -0.19
C 1.772 -1.560 0.834 -2.3 1.0 -1.9 -0.27
C 1.373 -0.506 -0.349 1.8 -1.9 1.9 1.60
O 0.512 -1.149 -1.168 -4.6 0.1 -1.7 -0.68
C -0.638 -0.350 -1.621 1.1 -1.1 -0.1 -1.44
N 2.548 -0.854 1.761 1.7 1.0 0.1 -0.42
H 0.257 -3.027 1.209 -0.8 0.2 0.0 0.09
H -0.134 -1.332 1.855 -0.2 -0.2 -0.1 0.21
H 1.051 -2.393 2.624 -0.1 0.0 0.1 0.01
H 2.280 -2.316 0.236 0.1 -0.5 0.4 -0.09
H 2.201 -0.431 -1.054 1.2 1.0 0.9 0.61
H 1.064 0.432 0.111 -0.3 0.2 -0.2 0.08
H -1.285 -1.019 -2.188 -0.1 -0.3 0.4 0.13
H -0.380 0.411 -2.357 0.6 0.3 0.2 0.21
H -1.168 0.120 -0.792 0.0 -0.1 0.2 0.06
H 2.927 -0.097 1.211 0.9 0.5 0.8 0.04
H 3.324 -1.456 1.998 0.5 0.2 0.5 0.03
C 7.042 -3.509 4.530 -2.0 0.2 -1.3 0.13
C 5.948 -4.601 4.853 1.1 0.7 -0.5 -0.08
C 5.383 -5.396 3.709 0.1 -0.7 -1.1 0.17
O 4.667 -4.659 2.727 0.6 -0.3 0.3 -0.29
C 3.689 -5.427 2.010 0.7 0.6 0.8 0.39
N 6.627 -5.539 5.717 -0.5 -0.7 0.6 0.00
H 7.383 -2.985 5.423 -0.3 0.2 0.0 0.02
H 6.595 -2.860 3.777 0.0 0.8 0.4 -0.06
H 7.926 -3.828 3.978 0.0 -1.0 0.3 -0.01
H 5.040 -4.268 5.357 0.4 0.8 0.3 -0.02
H 4.801 -6.200 4.160 -0.7 0.1 0.2 0.03
H 6.173 -5.968 3.223 0.5 0.0 -0.4 0.03
H 3.557 -4.894 1.068 -0.7 0.1 0.3 -0.12
H 2.857 -5.481 2.712 -0.7 -0.1 -0.7 0.00
H 3.989 -6.441 1.746 0.4 -0.1 0.2 0.00
H 7.379 -5.898 5.146 0.4 -0.2 0.3 -0.01
H 7.032 -4.927 6.411 0.4 -0.5 0.4 -0.01
C -1.370 4.712 -2.959 -1.1 -1.0 1.1 0.04
C -1.015 5.455 -1.665 0.4 2.3 0.0 -0.04
C -1.767 5.119 -0.299 0.8 0.2 -2.3 0.35
O -1.580 3.735 -0.124 -0.1 -0.5 1.0 -0.27
C -1.752 3.209 1.205 -0.6 0.5 0.0 0.01
N 0.416 5.337 -1.497 0.6 -1.4 0.2 0.06
H -0.637 4.620 -3.761 0.3 0.7 0.5 0.03
H -2.293 5.129 -3.362 -0.1 -0.3 -0.1 0.01
H -1.535 3.691 -2.617 -0.4 -0.4 -0.4 0.05
H -1.189 6.510 -1.878 -0.4 0.3 0.2 -0.03
H -2.786 5.492 -0.401 -0.6 -0.6 0.2 0.00
H -1.295 5.737 0.465 0.2 -0.2 0.3 -0.01
H -2.719 3.500 1.616 -0.3 -0.1 -0.2 0.02
H -1.041 3.570 1.948 0.5 0.2 -0.3 0.06
H -1.716 2.119 1.214 0.1 0.1 -0.5 -0.02
H 0.407 4.441 -1.032 1.1 -0.7 0.0 0.02
H 0.882 5.944 -0.838 -0.5 0.5 0.2 0.01
C 3.810 -1.781 5.402 0.4 1.0 1.5 -0.04
C 3.428 -0.443 6.099 0.2 -0.8 1.8 -0.01
C 4.566 0.551 6.094 1.2 1.3 -0.9 -0.07
O 5.612 0.189 6.989 0.8 -0.1 0.1 -0.08
C 6.860 0.949 6.849 -1.6 -1.5 -0.6 0.17
N 2.155 0.095 5.654 0.7 0.9 -1.5 -0.02
H 2.938 -2.435 5.421 0.1 -0.1 -0.4 -0.02
H 4.597 -2.240 6.000 0.0 -0.1 0.0 0.01
H 4.254 -1.605 4.423 -0.5 -0.1 -0.2 0.10
H 3.226 -0.500 7.168 0.5 -1.2 0.4 0.02
H 4.321 1.594 6.295 -0.9 0.1 0.4 0.02
H 4.987 0.655 5.094 0.2 -0.4 -0.6 0.06
H 7.163 0.953 5.802 -0.1 0.3 -0.3 -0.02
H 7.609 0.320 7.330 -0.1 0.5 0.5 -0.04
H 6.726 1.964 7.224 0.3 0.0 0.2 0.00
H 2.475 0.473 4.773 -0.8 0.8 -0.8 0.01
H 1.605 -0.681 5.314 -0.3 -0.3 0.2 -0.01
C 0.829 3.449 -6.238 -0.5 -1.6 0.7 -0.05
C 0.456 1.914 -6.321 0.1 1.0 0.3 0.31
C -1.059 1.673 -6.005 1.1 1.7 -1.9 -0.18
O -1.508 0.352 -6.258 -0.6 1.0 0.3 -0.17
C -1.437 -0.360 -5.076 1.0 -2.0 0.8 0.28
N 0.820 1.445 -7.632 -0.3 -0.5 -0.6 -0.06
H 0.919 3.659 -5.172 -0.6 0.6 0.1 0.06
H 0.056 3.988 -6.785 0.1 0.4 0.3 0.03
H 1.814 3.731 -6.608 0.0 -0.5 -0.5 -0.09
H 0.999 1.397 -5.530 0.3 -0.1 0.2 -0.03
H -1.639 2.316 -6.667 0.0 0.0 -0.3 -0.01
H -1.197 2.150 -5.034 -0.4 -0.9 0.6 0.10
H -2.082 -0.056 -4.251 0.2 0.9 0.0 0.03
H -0.376 -0.438 -4.840 0.1 0.3 1.0 -0.06
H -1.695 -1.418 -5.136 -0.4 -0.1 -1.0 0.11
H 1.819 1.307 -7.685 0.2 0.1 0.0 -0.02
H 0.406 0.535 -7.777 -0.1 -0.2 -0.1 0.01
C 2.363 3.190 2.295 -1.1 -0.3 -1.9 0.30
C 3.004 2.721 0.916 0.3 -0.1 2.8 -1.78
C 3.628 3.909 0.247 -0.4 -0.2 -0.7 0.44
O 4.510 3.532 -0.809 0.1 0.2 -0.9 -0.23
C 3.926 2.856 -1.982 0.6 0.0 0.7 0.58
N 4.023 1.698 1.367 -0.5 0.9 -1.2 0.71
H 1.996 2.284 2.778 0.3 0.2 0.4 0.09
H 1.480 3.791 2.077 -0.3 0.1 -0.1 0.06
H 2.948 3.854 2.932 0.6 -0.5 -0.1 -0.08
H 2.242 2.281 0.273 0.1 -0.3 0.2 0.25
H 4.065 4.468 1.074 1.4 0.0 -0.5 0.10
H 2.885 4.630 -0.093 -0.5 -0.2 -0.5 0.09
H 3.961 1.773 -1.862 -0.9 -0.2 0.7 -0.21
H 4.549 2.879 -2.876 0.7 1.1 0.3 -0.26
H 2.964 3.258 -2.303 -0.2 -0.1 0.5 0.23
H 4.700 2.218 1.906 0.1 0.2 0.6 -0.18
H 4.583 1.467 0.559 0.1 -0.3 -0.5 -0.06
```
Positions in Å, forces in eV/Å.

Computed properties:
Orbital gap (alpha / beta), hartree: 0.057 / 0.338
DFT total energy, eV: -71272.0451
⟨S²⟩: 0.751
E_LUMO (alpha / beta), eV: 2.300 / 2.238
Total charge: -1
2S+1: 2

# 4
Formula: C3H3Cl2IrNO3Y
Source: the OMol25 dataset
Level of theory: wB97M-V/def2-TZVPD

```
14
Properties=species:S:1:pos:R:3:forces:R:3:mulliken_spin:R:1
Ir -1.807 2.697 0.366 -0.3 3.3 0.2 1.57
Y -0.809 0.372 -1.453 -0.6 1.2 0.0 -0.02
Cl -0.734 4.382 1.546 0.1 0.8 0.1 1.03
Cl 0.522 -0.554 -3.294 1.4 -1.1 -2.1 1.01
C -1.167 -1.313 0.157 -1.3 -5.7 5.6 0.00
C -1.116 1.570 1.659 3.7 -5.1 7.1 0.15
C -2.879 2.001 -0.971 -6.5 -1.5 -6.5 0.16
O -1.352 -2.104 0.984 1.0 4.1 -4.4 0.00
O -0.607 0.952 2.514 -2.5 2.7 -4.1 -0.03
O -3.659 1.641 -1.801 4.3 1.3 4.3 0.11
N 1.174 1.061 -0.345 -1.0 -0.2 -0.5 0.02
H 1.133 2.051 -0.080 0.6 -0.2 0.0 0.00
H 1.940 0.937 -1.012 0.6 0.2 0.4 0.00
H 1.384 0.519 0.501 0.5 0.1 0.0 0.00
```
Positions in Å, forces in eV/Å.

Computed properties:
Orbital gap (alpha / beta), hartree: 0.272 / 0.215
DFT total energy, eV: -39662.0478
⟨S²⟩: 6.016
E_LUMO (alpha / beta), eV: -18.315 / -21.858
Total charge: +4
Energy above the lowest of the compared OMol25 structures with the same formula, charge and spin, kJ/mol: 3.51
2S+1: 5

# 5
Formula: H24NO10
Source: the OMol25 dataset
Level of theory: wB97M-V/def2-TZVPD

```
35
Properties=species:S:1:pos:R:3:forces:R:3:nbo_charge:R:1
N 0.493 -0.287 0.179 4.6 2.4 1.8 -0.89
H 0.280 0.714 0.334 -0.5 -0.5 0.9 0.47
H 0.243 -1.005 0.815 -1.5 -0.4 0.9 0.45
H 1.573 -0.324 0.372 -1.7 0.4 -1.0 0.49
H 0.334 -0.455 -0.759 -0.3 -1.3 -2.4 0.44
O 1.429 -1.595 2.667 0.7 0.1 2.7 -0.97
H 1.900 -1.233 3.483 -0.4 0.2 -1.9 0.49
H 1.076 -2.341 3.186 -0.4 -0.3 -0.9 0.48
O -2.399 -0.677 1.735 -0.4 -1.4 -1.0 -0.98
H -2.641 -0.533 0.776 -0.1 -1.4 1.7 0.51
H -2.588 -1.551 2.183 -0.1 1.4 -1.6 0.53
O 2.111 0.337 -3.050 -0.1 -2.0 0.3 -0.95
H 1.313 0.680 -3.470 0.2 -0.4 -0.2 0.46
H 2.118 -0.679 -3.122 -0.2 2.4 -0.1 0.49
O -1.981 -0.070 -2.088 3.1 0.5 -1.0 -0.90
H -1.391 0.168 -2.845 0.1 -0.9 0.6 0.49
H -2.436 0.715 -2.133 -2.8 3.0 0.7 0.50
O 0.379 -2.670 -1.240 1.7 0.9 -0.3 -0.97
H -0.476 -2.713 -1.627 -1.7 -0.2 -1.6 0.50
H 0.191 -2.985 -0.385 0.1 -1.0 1.8 0.45
O -1.498 1.453 2.470 0.2 0.8 -0.9 -0.97
H -2.061 2.006 1.915 0.0 0.5 0.5 0.45
H -1.732 0.590 2.064 0.4 0.1 1.1 0.47
O -1.972 -2.407 -2.501 -1.1 0.7 -1.5 -1.03
H -2.014 -1.380 -2.321 -0.7 -3.3 -0.6 0.47
H -2.487 -2.572 -3.354 1.2 0.2 1.9 0.49
O 3.777 0.710 0.357 -1.9 -1.6 -3.5 -0.95
H 4.023 0.551 1.206 1.3 -0.4 3.8 0.47
H 3.935 1.598 0.140 0.3 1.8 -0.2 0.48
O -0.752 2.728 -0.624 0.1 0.8 -0.7 -1.01
H -1.437 3.244 -0.109 1.5 -0.2 -1.4 0.50
H -0.270 3.258 -1.352 -1.6 -0.7 2.2 0.51
O 1.283 2.398 2.122 1.9 -2.7 3.2 -0.96
H 0.370 2.555 1.975 -1.6 0.0 0.1 0.48
H 1.307 1.772 2.999 -0.4 2.5 -3.3 0.48
```
Positions in Å, forces in eV/Å.

Computed properties:
Orbital gap, hartree: 0.386
DFT total energy, eV: -22347.0236
E_LUMO, eV: -3.386
Total charge: +1
Energy above the lowest of the compared OMol25 structures with the same formula, charge and spin, kJ/mol: 364.01